Record 1
Formula: C4H9N3O2S
Source: the Open Molecules 2025 dataset
Level of theory: ωB97M-V/def2-TZVPD

XYZ file:
```
19
Properties=species:S:1:pos:R:3:forces:R:3
N -1.27013 0.56348 -0.39144 -0.3 -0.5 1.5
O 2.37998 1.26468 -0.39612 -1.2 -0.5 -0.4
H -2.43433 2.05945 0.06050 2.7 1.0 0.5
C -0.10317 -0.02852 -0.75808 2.6 -2.4 -2.4
C -1.24479 1.87602 0.16954 -2.9 2.4 -2.4
H -1.78519 -0.21916 1.53945 -0.3 0.3 0.0
C -1.97052 -0.39742 0.46919 -0.1 0.9 0.8
H -0.99254 2.03401 1.21895 0.5 -0.5 -0.1
H 1.47805 -1.79446 -0.70105 1.0 -1.1 0.4
O 1.35050 0.28000 1.59227 -1.1 -0.1 0.4
H -0.61468 2.54280 -0.55720 -1.4 -0.9 1.6
C 2.38661 -1.42463 -0.19414 -1.1 0.5 -1.5
H 2.71730 -2.12126 0.62993 -0.5 1.4 -0.7
H 0.21081 0.09268 -1.88245 -0.5 -0.2 2.0
N -1.35522 -1.63803 0.23512 -0.4 -1.4 -0.1
S 1.55332 0.21057 0.17157 2.9 -0.3 0.5
H -3.03973 -0.46327 0.28849 -0.1 0.2 -0.1
H 3.09546 -1.28612 -1.04369 -0.1 0.2 1.1
N -0.36174 -1.55085 -0.45083 0.3 1.1 -1.0
```
Forces are in eV/Å.

Computed properties:
- HOMO-LUMO gap (eV) = 9.70
- ΔE to the lowest compared entry with this formula, charge and spin (kcal/mol) = 90.4
- E_LUMO (eV) = 0.324
- structure (SMILES) = CN1CN=N[C@@H]1S(C)(=O)=O

natural (NBO) atomic charge list, values in e, 6 entries: -0.47, -0.93, 0.20, -0.14, -0.42, 0.21


Record 2
Formula: C41H58HfN7O3PS2
Source: the Open Molecules 2025 dataset
Level of theory: ωB97M-V/def2-TZVPD

XYZ file:
```
113
Properties=species:S:1:pos:R:3:forces:R:3
N -1.84656 -1.59652 0.33660 -0.3 -0.4 0.0
O -2.63783 -3.56486 1.27797 -0.2 -0.1 0.1
C -5.81892 -0.53992 -0.74304 -0.1 0.0 0.0
C -0.39243 -3.48211 0.60017 0.2 0.2 -0.2
H 1.42466 0.44418 -4.62558 0.1 0.0 0.0
H -5.24643 0.96747 2.99794 0.1 0.0 0.0
H -4.91394 -4.29376 -1.84354 0.1 0.0 0.0
H 2.58486 2.62926 2.45950 0.0 0.0 0.0
C 2.19061 -4.28612 0.13544 0.1 -0.3 0.0
C -1.22028 0.86390 -3.35968 0.1 0.2 0.0
H 4.38210 -0.62306 3.54020 -0.1 0.0 -0.1
C 1.24039 3.62030 -0.08232 0.0 0.0 0.4
H -3.96381 0.58425 4.13504 0.0 0.0 -0.1
H -2.88163 -1.82486 -3.77295 0.0 0.1 0.0
S 0.13463 2.27959 -0.14059 -0.2 -0.3 0.2
P -0.16585 -1.16880 3.91642 0.1 0.0 0.1
C -3.81606 -1.84582 -1.13851 0.2 0.0 0.1
C -3.30240 -2.77486 -3.45548 0.0 0.0 0.0
C -1.40487 -2.43145 4.15130 -0.1 0.0 -0.1
H 2.12268 -1.04455 4.58435 0.0 0.0 0.0
H 0.19326 5.23307 2.55701 0.1 0.0 0.0
C 3.17213 4.81339 -0.98804 -0.1 0.0 0.0
H -4.34623 -2.81727 -3.77723 0.1 0.0 0.0
H 4.71646 1.41415 2.46960 0.1 0.0 0.0
H 4.63635 1.73094 -3.19809 -0.1 0.0 0.1
C 5.16546 2.22019 -1.18777 0.1 0.1 0.0
H -3.72932 2.35528 1.50797 0.0 0.0 0.0
H -5.59623 -1.95873 -2.31843 0.1 0.1 0.1
H 3.22200 -4.55616 -0.04611 0.0 0.0 0.0
H 1.46173 -6.27693 0.46109 0.0 0.0 0.0
C -0.14526 4.85878 1.59365 0.1 0.0 -0.1
H -0.66633 3.91942 1.73208 0.0 -0.1 0.0
H 2.61940 5.72401 -1.23036 0.0 0.0 0.0
H -0.67544 0.06873 5.88915 0.0 0.0 -0.1
H -5.82172 0.72589 0.97357 0.1 -0.1 0.0
H -2.18635 3.59915 -5.84641 0.0 0.0 0.0
N 1.01434 4.65412 0.72012 -0.4 0.0 0.2
C 2.76196 -1.83050 -0.18565 -0.1 0.0 0.1
H 4.66596 -1.11871 1.87140 0.0 0.0 0.1
C -1.76046 -2.89262 0.78909 -0.1 0.1 0.0
H -2.37115 2.13591 2.62982 -0.1 -0.1 0.0
C -5.24589 0.02282 0.38083 0.0 0.1 -0.1
S -0.77961 -0.38069 -2.28273 -0.1 -0.5 0.4
C -3.85374 -4.31997 -1.57716 0.1 0.1 0.0
H 3.73230 4.95793 -0.06067 0.0 0.0 0.0
C -3.21519 -1.21625 -0.02120 -0.1 -0.1 0.0
C 2.70266 -0.03572 -2.94239 0.4 0.2 -0.1
H 1.65488 -2.69438 4.11287 0.0 0.0 0.0
C -0.10131 -4.82140 0.68060 0.1 -0.2 0.1
H 3.87988 4.62301 -1.78641 0.0 0.0 0.0
C -5.11406 -1.47712 -1.47424 0.0 0.0 -0.1
C 3.84314 0.89244 2.08081 -0.3 -0.3 -0.2
H 2.53945 2.81440 -1.36151 0.0 -0.1 -0.1
H 4.16884 -1.65315 -2.95449 0.0 -0.1 0.1
H 0.10416 1.07795 4.64187 0.0 0.0 0.0
N 2.27020 3.67280 -0.89763 0.2 0.1 -0.1
H -1.60222 -2.54125 5.22275 0.0 0.0 -0.1
H -1.61642 0.63667 4.48973 0.0 0.0 0.0
C 3.97957 -0.57464 2.52320 0.2 0.2 -0.1
H -0.93730 2.38349 -2.03959 0.0 0.1 -0.1
C 2.62873 1.56794 2.71819 0.3 0.1 0.1
H 2.90578 1.40185 -4.57154 -0.1 0.0 0.1
H -6.83385 -0.28063 -1.02523 0.1 0.0 0.0
H 1.15181 -2.04696 5.69512 0.0 0.0 -0.1
C -1.90864 1.47636 -5.45456 0.0 -0.2 0.1
H 1.88360 -0.60639 -2.54400 -0.3 -0.3 0.2
C 3.66272 -1.00049 -3.66049 -0.1 0.1 0.0
C 4.90147 1.98198 0.14650 0.0 0.0 0.1
H -0.89002 -5.52023 0.92218 0.0 0.0 0.0
H -1.56234 4.15870 -3.46662 0.0 0.0 0.1
C 1.82372 -2.96325 0.07750 -0.4 0.0 0.1
C -4.42346 0.27708 3.19024 0.0 -0.1 0.1
H -4.84596 -0.72056 3.32557 0.0 0.1 0.0
H -1.03463 -3.38129 3.75726 0.0 0.0 0.0
H 4.42815 -0.44229 -4.20861 -0.1 -0.1 0.0
H 1.57857 1.76968 -3.45509 0.0 0.0 0.0
H -2.22447 1.69009 0.91890 0.1 0.1 -0.1
C -1.57365 3.14904 -3.85349 0.0 0.2 0.1
H -0.83163 5.58342 1.15688 0.0 0.0 0.0
H -2.76837 -3.57355 -3.97653 0.0 0.0 0.0
H -2.19064 1.14757 -6.45055 0.0 0.0 0.1
H -3.78451 -4.52981 -0.51167 0.0 0.0 0.0
C 3.40158 0.68059 -1.79453 -0.2 -0.1 0.2
C -3.40459 0.28303 2.05092 -0.2 0.3 -0.2
H -2.12581 -3.03932 -1.69997 0.2 0.0 0.0
C 3.90642 1.09611 0.56552 0.0 -0.1 0.0
C -2.89553 1.69801 1.77207 -0.2 0.0 0.2
C 3.13184 0.44638 -0.42091 0.0 0.1 -0.2
Hf 0.01843 -0.53902 0.29752 -0.3 2.2 0.3
H 1.65448 5.42937 0.65444 0.1 0.0 0.0
O 0.06759 -0.82760 2.43490 0.0 0.5 -0.9
H 5.51692 2.46068 0.90348 -0.1 0.0 -0.1
C -3.95594 -0.31855 0.77154 0.3 -0.2 -0.1
C 2.12061 0.95739 -3.95414 -0.1 0.0 0.0
H 2.68667 1.48930 3.80916 0.0 0.0 -0.1
H 5.98119 2.87579 -1.47415 -0.1 0.0 0.0
H 3.01680 -1.08477 2.51007 -0.1 -0.1 -0.1
H 1.70914 1.10388 2.39644 -0.4 -0.2 -0.1
C 4.40851 1.57684 -2.14687 0.1 0.0 -0.1
H -2.33455 -2.18772 3.63694 0.0 0.0 0.0
N 2.15846 -0.59289 -0.07709 0.4 -0.2 -0.1
H -3.38781 -5.14169 -2.12980 0.0 0.1 0.0
O 3.91768 -2.07052 -0.43436 0.3 0.0 -0.1
N -1.57798 0.52485 -4.59884 0.0 0.0 -0.3
H -2.56214 -0.32809 2.35098 0.3 -0.2 0.1
C -1.91628 2.83972 -5.12965 -0.1 0.0 -0.2
C -0.63489 0.29557 4.81931 -0.1 0.0 0.1
H 3.11500 -1.61884 -4.37778 0.0 0.1 0.0
C -3.18524 -2.98016 -1.94295 -0.3 0.0 0.0
C 1.33565 -1.79610 4.64639 0.1 0.0 0.0
N -1.23150 2.16638 -2.99813 -0.1 0.0 0.1
C 1.20753 -5.22507 0.42753 0.0 -0.1 0.0
N 0.55662 -2.59306 0.27764 0.2 -0.8 -0.1
```
Forces are in eV/Å.

Computed properties:
- HOMO-LUMO gap (eV) = 6.93
- total charge = +2
- ΔE to the lowest compared entry with this formula, charge and spin (kcal/mol) = 20.8
- E_LUMO (eV) = -5.876

Mulliken atomic charge list, values in e, 6 entries: 1.03, -0.65, -1.56, 0.44, 0.50, 0.47


Record 3
Formula: C13H24I2InO4S3Sm
Source: the Open Molecules 2025 dataset
Level of theory: ωB97M-V/def2-TZVPD

XYZ file:
```
48
Properties=species:S:1:pos:R:3:forces:R:3
C 3.45305 -0.81167 -1.04559 -0.1 -0.8 0.4
C -1.34316 2.40008 -3.42410 -3.3 3.7 -2.5
H -3.96485 -0.89663 -2.43780 -0.1 0.1 0.1
H 0.12267 1.67508 4.12661 0.6 0.0 -0.2
C -3.90890 0.13786 -2.08232 0.0 -0.2 -0.6
C -0.88707 1.56772 4.46917 -0.9 -0.2 0.4
C -3.01806 1.70162 -0.35285 0.3 0.5 0.2
O 2.89405 2.42145 -4.14704 -3.5 -2.3 2.4
H -0.59189 -1.82527 3.02634 -0.4 0.0 -0.1
C 3.87783 -1.12116 -2.46377 -0.2 -0.1 -0.4
C -3.98594 -0.51053 0.36676 -0.2 -0.3 0.5
Sm 0.02430 -0.08429 -2.77029 0.3 0.6 -1.0
H 3.49400 -0.37355 -3.16946 0.0 -0.1 0.1
S -1.72746 0.26209 3.56332 0.0 0.4 1.5
In -0.01878 -0.20943 0.79638 0.4 0.3 0.4
H -2.47311 1.79999 0.59136 -0.3 0.1 -0.3
S -1.62515 -0.74411 -0.82727 -1.0 0.6 -0.5
C 3.68725 0.62179 -0.67236 0.0 0.5 0.0
C -3.27418 0.27318 -0.72209 -0.4 -0.6 0.4
H -4.99310 -0.13800 0.53707 -0.2 0.2 -0.2
H -3.37956 0.73859 -2.83066 0.0 0.0 0.0
H 4.96467 -1.05852 -2.54571 0.1 -0.1 0.1
H 3.56513 -2.11652 -2.80362 0.2 0.1 0.1
H 5.06955 -1.76062 0.04324 0.2 0.1 -0.1
H -1.46187 2.47858 4.28345 0.0 -0.1 0.1
H -0.91460 1.33882 5.53873 0.0 0.0 -0.1
H 3.62770 -1.53607 0.99802 0.0 -0.1 -0.2
O -1.51770 0.71144 2.10378 1.9 -0.7 -1.6
H 3.27708 0.87255 0.31561 0.3 0.0 -0.3
C 3.98459 -1.79477 -0.00756 0.1 -0.3 0.2
H -3.46058 -0.38750 1.31925 -0.1 -0.1 -0.2
H -4.92531 0.54213 -2.06076 0.0 -0.1 0.1
I -0.46589 -2.96520 -3.33757 -0.2 -1.6 1.3
I -0.53028 -4.14696 -0.39655 0.0 0.2 -2.0
S 1.57168 -1.26207 -0.98219 -0.1 1.2 0.8
H 3.70435 -2.83588 -0.22519 0.1 0.4 0.0
C -0.60754 -1.10748 3.85006 -0.7 -0.1 0.6
H -4.07273 -1.58186 0.14760 0.0 0.3 -0.1
H -1.05730 -1.61320 4.71956 0.3 -0.2 -0.2
H 0.38097 -0.77914 4.10969 0.5 0.2 0.2
H -3.99228 2.18316 -0.22530 0.0 0.0 0.0
H 4.77221 0.77283 -0.64392 -0.1 0.1 0.1
C 2.11813 0.21019 2.20086 1.3 0.4 3.1
C 2.05206 1.85723 -3.59628 3.4 2.2 -2.5
O -2.02168 3.21276 -3.90084 3.3 -3.8 2.4
H -2.48974 2.25103 -1.13859 -0.1 -0.1 0.1
H 3.28462 1.32003 -1.41799 0.1 -0.1 0.3
O 2.78284 0.31026 3.12082 -1.6 -0.3 -2.7
```
Forces are in eV/Å.

Computed properties:
- HOMO-LUMO gap (spin up / spin down) (eV) = 5.91 / 6.20
- total charge = +4
- E_LUMO (spin up / spin down) (eV) = -15.661 / -15.312
- 2S+1 = 6

natural (NBO) atomic charge list, values in e, 6 entries: 0.03, 0.45, 0.24, 0.24, -0.66, -0.79


Record 4
Formula: C4H7NO
Source: the Open Molecules 2025 dataset
Level of theory: ωB97M-V/def2-TZVPD

XYZ file:
```
13
Properties=species:S:1:pos:R:3:forces:R:3
H -0.65231 -0.25111 -1.10821 0.2 0.0 -0.2
H 2.26023 -0.49569 -0.23249 -0.2 0.1 0.0
H -0.17324 1.60364 1.11910 0.1 -0.1 0.1
C 1.28072 -0.00610 -0.20622 0.1 0.0 -0.1
H 1.44808 1.07729 -0.31869 -0.1 -0.1 0.0
C -2.53162 0.29444 0.14211 -0.8 -1.1 0.5
H 0.63141 -0.08112 -2.29812 0.1 -0.1 0.1
C -0.08095 0.59787 1.55836 0.2 -0.2 0.0
C 0.38233 -0.52500 -1.33065 0.0 0.0 -0.1
H -0.68406 0.39039 2.44418 0.2 0.0 0.0
H 0.43097 -1.61476 -1.40937 0.0 0.1 0.0
O -2.94157 -0.66880 0.58081 0.4 1.1 -0.5
N 0.63000 -0.32106 1.05920 -0.2 0.4 0.2
```
Forces are in eV/Å.

Computed properties:
- HOMO-LUMO gap (eV) = 10.71
- ΔE to the lowest compared entry with this formula, charge and spin (kcal/mol) = 43.2
- E_LUMO (eV) = 0.890

natural (NBO) atomic charge list, values in e, 6 entries: 0.20, 0.20, 0.15, -0.25, 0.17, 0.50


Record 5
Formula: C7H8ClPS2
Source: the Open Molecules 2025 dataset
Level of theory: ωB97M-V/def2-TZVPD

XYZ file:
```
19
Properties=species:S:1:pos:R:3:forces:R:3
H -0.46143 1.72152 -2.14769 -0.3 0.4 0.5
Cl 2.63625 0.94629 0.11061 2.2 2.3 -0.3
C -1.48786 0.29777 1.46496 -0.2 2.0 -2.8
C -1.10053 0.04515 -1.02572 -0.6 -3.0 -0.2
H 1.88870 -2.88679 -0.27214 -1.9 -1.6 -0.4
H -0.68511 3.34245 -0.22756 0.0 -0.5 0.8
H -1.35692 2.37390 1.96635 -0.4 0.6 1.4
S -2.00561 -2.12178 0.22984 -0.3 -0.6 0.6
H -1.88798 -0.15510 2.34756 0.2 0.4 0.8
C -0.80796 1.42757 -1.15195 0.1 3.6 2.0
C 2.55294 -2.14962 -0.00070 -0.9 3.0 0.3
C -0.85535 2.28049 -0.01365 0.0 -2.2 -4.7
C -1.51563 -0.57892 0.30808 0.1 1.2 -0.3
H 3.27290 -2.14244 -0.77507 1.0 0.7 -0.7
C -1.28585 1.67777 1.18455 0.0 -2.5 1.5
P 1.44957 -0.54898 0.36111 -0.6 -4.1 -0.6
H 2.94208 -2.37657 0.93423 1.1 -0.5 1.6
S 0.51323 -0.72296 -1.53477 -0.1 -0.1 0.2
H -1.80546 -0.42974 -1.75801 0.6 0.9 0.2
```
Forces are in eV/Å.

Computed properties:
- HOMO-LUMO gap (spin up / spin down) (eV) = 7.08 / 7.08
- ΔE to the lowest compared entry with this formula, charge and spin (kcal/mol) = 55.8
- E_LUMO (spin up / spin down) (eV) = -1.130 / -1.130
- structure (SMILES) = CP(Cl)S[C@@H]1C=CC=CC1=S

natural (NBO) atomic charge list, values in e, 6 entries: 0.23, -0.26, -0.28, -0.49, 0.23, 0.24


Record 6
Formula: C43H39AsCl5CsN6OS
Source: the Open Molecules 2025 dataset
Level of theory: ωB97M-V/def2-TZVPD

XYZ file:
```
97
Properties=species:S:1:pos:R:3:forces:R:3
H 6.71514 -6.41520 1.13951 0.0 0.0 0.0
C -4.17671 5.19168 3.31870 0.0 0.0 0.0
C 6.17902 -5.47699 1.21402 0.0 0.0 0.0
H -0.97461 3.82947 -3.72383 0.0 0.0 0.0
H -5.56035 -3.67759 -2.20570 0.0 0.0 0.0
H -5.72686 -5.61050 0.64293 0.0 0.0 0.0
Cl 4.44646 7.29871 -1.35559 0.0 0.0 0.0
As -1.28866 1.20160 3.02702 0.0 0.0 0.0
C 4.80226 -3.08185 1.40703 0.0 0.1 0.0
C 0.68784 -3.35622 1.64143 0.0 0.0 0.0
H -4.23049 3.41551 2.11614 0.0 0.0 0.0
C -0.26371 -3.24161 -5.05194 0.0 0.0 0.0
Cs 0.69159 -0.05577 -0.03999 -0.7 -0.1 0.1
C -2.21634 3.96564 2.59144 0.0 0.0 0.0
C 5.21445 -0.44498 1.13261 0.0 0.0 0.0
C -0.97597 2.79258 -3.43611 0.0 0.0 0.1
H -3.63277 1.75324 4.00146 0.0 0.0 0.0
C -4.68384 -3.51162 -1.58439 0.0 0.0 0.0
H -2.21353 2.45734 1.07060 0.0 0.0 0.0
N -0.76298 0.59987 -3.43304 -0.1 -0.2 0.0
H 1.69772 -3.69621 1.79141 0.0 0.0 0.0
C -0.10524 -2.55784 2.48634 0.0 0.0 0.0
H -3.73170 0.55095 2.68542 0.0 0.0 0.0
O 2.96125 -1.56001 0.35061 0.7 -0.4 0.1
H 4.75482 0.54095 1.09208 0.0 0.0 0.0
H 5.73737 -2.86043 3.32560 0.0 0.0 0.0
C -3.58272 -2.89069 -2.14053 0.0 0.0 0.0
H -1.44474 2.83034 5.01607 0.0 0.0 0.0
S 3.85644 -1.54495 1.54717 -0.2 0.0 -0.1
H 0.05684 -4.11678 -0.37580 0.0 0.0 0.0
C -3.37658 6.11667 3.97438 0.0 0.0 0.0
H -0.18645 -4.22486 -5.50763 0.0 0.0 0.0
C -3.16111 0.87505 3.55698 0.0 0.0 0.0
H -0.34606 4.80600 3.19954 0.0 0.0 0.0
H -1.26147 -3.99351 -3.32219 0.0 0.0 0.0
H 0.15270 -2.11158 3.43401 0.0 0.0 0.0
N -1.11038 0.92855 -2.17169 0.0 0.2 -0.2
C 5.32537 -5.08061 0.19343 0.0 0.0 0.0
C -0.73742 2.06469 4.69600 0.0 0.0 0.0
H -1.43349 2.76329 -1.24232 0.0 0.0 0.0
N 2.65761 0.95236 2.05699 0.1 0.1 0.2
H -3.61416 -2.56234 -3.17266 0.0 0.0 0.0
H 0.25095 2.49244 4.53758 0.0 0.0 0.0
C 0.13980 -0.91076 -5.06116 0.0 0.0 0.0
C -0.68997 1.70945 -4.22043 -0.1 0.0 0.0
C 2.24054 3.96126 -1.27883 -0.1 0.0 0.0
N -1.28580 -2.95796 0.77106 -0.1 -0.1 0.0
C 5.63843 -3.48092 2.44131 0.0 0.0 0.0
Cl 4.89715 4.25986 -1.92195 0.0 0.0 0.0
C -5.92666 -4.57263 0.35798 0.0 0.0 0.0
C 6.33451 -4.67633 2.33925 0.0 0.0 0.0
H -6.75681 -4.58240 -0.35120 0.0 0.0 0.0
C 1.86974 1.72578 2.43610 0.1 0.1 0.2
C 0.84207 5.69722 -0.67426 0.0 0.0 0.0
C -1.22412 2.24431 -2.16325 -0.1 0.0 -0.1
C -1.58714 2.80924 1.89416 0.0 0.0 0.0
H 6.99022 -4.99030 3.14223 0.0 0.0 0.0
C 4.63218 -3.88065 0.28784 0.0 0.0 0.0
H 5.96852 -0.48476 1.91932 0.0 0.0 0.0
C -3.56673 -3.68202 0.49803 0.0 0.0 0.0
H -0.66669 1.28904 5.46094 0.0 0.0 0.0
Cl 1.62065 8.33079 -0.51270 0.0 0.0 0.0
C 3.13076 6.17935 -1.18142 0.0 0.0 0.0
C -1.99515 5.96948 3.93199 0.0 0.0 0.0
N -1.39037 -1.84431 -1.82578 0.1 -0.1 0.0
C -0.53479 -0.74976 -3.85511 0.0 0.1 0.0
C -4.71755 -3.90909 -0.24789 0.0 0.0 0.0
H -3.82300 6.95102 4.50239 0.0 0.0 0.0
C -0.10952 -3.58351 0.54518 0.0 0.0 0.0
Cl 2.52724 2.23978 -1.65193 0.1 0.2 -0.1
Cl -0.76717 6.31765 -0.20922 0.0 0.0 0.0
C -2.45538 -3.06900 -0.04785 0.0 0.0 0.0
C 0.98058 4.34786 -0.89041 0.0 0.0 0.0
H 0.52777 -1.71185 -7.80185 0.0 0.0 0.0
H -6.26722 -4.05136 1.25654 0.0 0.0 0.0
C -3.60042 4.12936 2.63502 0.0 0.0 0.0
C 1.86747 6.62950 -0.80303 0.0 0.0 0.0
H -5.25532 5.30006 3.33163 0.0 0.0 0.0
H 5.62279 -0.75228 0.17080 0.0 0.0 0.0
H 5.19408 -5.71029 -0.67802 0.0 0.0 0.0
H 0.56940 -0.03644 -5.53444 0.0 0.0 0.0
H 2.04721 -1.85952 -6.92527 0.0 0.0 0.0
C -0.99100 -1.88506 -3.12238 0.0 0.0 -0.1
H 1.10619 -3.30093 -7.30449 0.0 0.0 0.0
C -1.42401 4.90816 3.24911 0.0 0.0 0.0
H -1.35663 6.69485 4.42218 0.0 0.0 0.0
C 3.32312 4.82177 -1.43019 0.0 0.0 0.0
C -2.41684 -2.59290 -1.38630 0.0 0.1 0.0
N -1.30194 -2.33112 1.95997 0.0 0.0 0.0
C 1.03117 -2.25616 -6.99726 0.0 0.0 0.0
C -0.87734 -3.11168 -3.82262 0.0 0.0 0.0
H -3.16185 0.05615 4.27809 0.0 0.0 0.0
H -3.51336 -3.98896 1.53791 0.0 0.0 0.0
H -0.46087 1.65100 -5.26847 0.0 0.0 0.0
C 0.29362 -2.13897 -5.68927 0.0 0.0 0.0
H 3.94669 -3.54855 -0.48286 0.0 0.0 0.0
H -0.60775 3.07273 1.48768 0.0 0.0 0.0
```
Forces are in eV/Å.

Computed properties:
- HOMO-LUMO gap (eV) = 5.27
- total charge = -2
- ΔE to the lowest compared entry with this formula, charge and spin (kcal/mol) = 17.0
- E_LUMO (eV) = 3.483

Mulliken atomic charge list, values in e, 6 entries: 0.36, -0.69, -0.37, 0.42, 0.25, 0.28